Record 1
ORCA calculation (ωB97M-V/def2-TZVPD) on a 2-piece molecular cluster, C6H12N overall.

Last column: natural (NBO) charge in e.
Cartesian coordinates (Å):
C  -2.0426  0.5542  -0.3323  -0.3843
C  -1.2143  -0.1593  -1.0913  -0.2430
C  -0.2046  0.4137  -1.9735  -0.2762
C  0.6837  -0.3423  -2.6144  -0.3354
H  -1.9927  1.6380  -0.3139  0.1975
H  -2.8313  0.0662  0.2241  0.2180
H  -1.3247  -1.2406  -1.0722  0.2129
H  -0.1726  1.4927  -2.0853  0.2158
H  1.4039  0.0735  -3.3041  0.2195
H  0.6724  -1.4228  -2.5159  0.1998
C  0.6415  -1.2044  1.9178  -0.4321
C  0.9570  1.0571  1.0911  0.1313
N  0.7649  0.2492  2.0469  -0.3808
H  -0.1721  -1.5392  2.5545  0.2480
H  1.5583  -1.6693  2.2746  0.2494
H  0.4497  -1.4331  0.8756  0.2425
H  1.0642  0.7002  0.0694  0.2455
H  1.0634  2.1228  1.2664  0.2333
H  0.6958  0.6431  2.9826  0.4382

Summary:
LUMO ... -4.85 eV
DFT total energy ... -7898.100 eV
Energy above the lowest of the compared OMol25 structures with the same formula, charge and spin ... 189.3 kJ/mol
Charge ... +1


Record 2
ORCA calculation (ωB97M-V/def2-TZVPD) on C22H60F6MgNO14S2 as an isolated structure at a distorted geometry.

Last column: Mulliken charge in e.
Cartesian coordinates (Å):
Mg  13.0462  19.1357  1.6005  1.2101
C  9.4999  19.6482  3.2068  0.4874
F  10.4864  19.2329  3.9802  -0.1849
F  8.7206  18.6604  2.7913  -0.2824
F  8.7438  20.4831  3.8782  -0.1803
S  10.2141  20.6803  1.7568  0.7196
O  9.1263  21.2160  0.9939  -0.1662
O  11.0477  21.6961  2.3616  -0.6789
N  11.2765  19.4339  0.9895  -0.1782
S  10.4300  19.2133  -0.3659  0.5907
O  9.0914  18.6895  -0.2121  -0.5217
O  10.6413  20.3073  -1.2827  -0.4584
C  11.2820  17.7286  -1.1835  0.3332
F  10.8838  17.6075  -2.4317  -0.1193
F  12.6242  17.8015  -1.1154  -0.2456
F  10.8418  16.6623  -0.5102  -0.2437
C  13.0858  21.5262  -3.4365  -0.8755
C  12.5798  20.1136  -3.7487  0.4707
O  13.1540  19.6049  -4.9861  -0.5604
H  13.0027  22.2196  -4.2672  0.4206
H  14.1031  21.4493  -3.0459  0.2709
H  12.5452  21.8423  -2.5390  0.0980
H  11.4976  20.0775  -3.8534  0.3169
H  12.9563  19.4290  -2.9937  -0.3966
H  12.9567  20.2742  -5.6509  0.3128
C  11.7765  16.5419  2.7001  -1.1894
C  12.9919  16.1676  1.8866  -0.2197
O  13.7041  17.3176  1.2851  -0.0003
H  11.9697  17.2634  3.5119  0.1940
H  11.4035  15.6945  3.2717  0.5056
H  11.0071  17.0660  2.1304  0.2422
H  12.6637  15.4825  1.1075  0.3597
H  13.6885  15.6703  2.5593  0.4792
H  14.4718  16.8872  0.8819  0.2114
C  5.9119  16.6949  4.0719  -0.9993
C  5.5479  17.2912  2.7132  -0.3299
O  5.9738  18.6090  2.4861  -0.4242
H  5.7982  17.4196  4.8797  0.3131
H  6.9875  16.4775  4.1185  0.1275
H  5.3742  15.7669  4.2503  0.4261
H  4.4544  17.2718  2.6775  0.3594
H  5.8394  16.5913  1.9195  0.2914
H  6.9387  18.6102  2.4502  0.2605
C  14.0441  25.3416  2.5312  -1.2648
C  13.0568  24.2037  2.2782  0.2844
O  13.5203  22.9499  2.7695  -0.5662
H  13.9308  25.8826  3.4667  0.3128
H  13.7169  26.0388  1.7509  0.3601
H  15.0818  25.1236  2.2864  0.3383
H  12.8979  24.1925  1.1971  0.0323
H  12.1361  24.4617  2.8081  0.1930
H  12.7994  22.3171  2.8110  0.4363
C  10.0577  24.5403  -0.5628  -1.1141
C  9.4604  24.3658  0.8306  1.0039
O  9.4773  25.7016  1.3494  -0.6035
H  11.1053  24.8390  -0.4999  0.2626
H  9.4983  25.2510  -1.1635  0.3904
H  10.1111  23.5751  -1.0784  0.2016
H  10.0578  23.6855  1.4370  -0.5008
H  8.4255  24.0124  0.8461  0.1330
H  8.9357  25.7383  2.1447  0.2986
C  5.7365  21.6313  0.6758  -0.3934
C  4.3522  21.5175  1.3063  -0.5090
O  4.4389  20.9705  2.6175  -0.5178
H  6.2903  20.6957  0.7585  0.0165
H  6.3238  22.3612  1.2363  0.1010
H  5.6907  21.9652  -0.3622  0.3821
H  3.5474  21.0381  0.7386  0.3027
H  3.9849  22.5460  1.4024  0.2954
H  4.7300  20.0502  2.4822  0.3720
C  9.8622  14.3744  -3.5419  -0.7097
C  10.3687  13.4517  -4.6515  -0.2886
O  10.2800  14.0991  -5.9029  -0.5039
H  8.8955  14.8618  -3.6774  0.3402
H  10.5434  15.2336  -3.5408  -0.0066
H  9.8505  13.8553  -2.5815  0.3280
H  9.8373  12.5023  -4.6079  0.3187
H  11.3999  13.1956  -4.3832  0.2334
H  10.7072  14.9574  -5.8376  0.2983
C  15.8767  17.0632  -3.3983  -0.7242
C  16.9173  18.1861  -3.3088  -0.3883
O  16.4645  19.5111  -3.4235  -0.4995
H  15.1122  17.2381  -2.6349  -0.0624
H  16.2654  16.0586  -3.2286  0.4093
H  15.4417  17.0200  -4.3988  0.3287
H  17.6770  18.0328  -4.0883  0.3038
H  17.5059  17.9737  -2.4110  0.3368
H  15.8229  19.4965  -4.1498  0.2999
C  11.0803  21.2047  7.1610  -0.5646
C  12.5810  21.3195  6.9404  -0.3278
O  13.3567  20.1322  7.1845  -0.5615
H  10.7483  20.4609  6.4328  -0.1155
H  10.6709  22.1491  6.8008  0.2967
H  10.9293  20.9714  8.2100  0.3994
H  13.0129  21.9703  7.7113  0.3931
H  12.8238  21.7017  5.9489  0.1691
H  13.3587  19.9719  8.1316  0.3193
C  9.3834  17.5799  6.3015  -0.2172
C  9.2349  16.3123  7.1045  -0.5690
O  7.8578  16.0189  7.2379  -0.5136
H  10.4437  17.8431  6.2295  0.2475
H  8.8767  18.4191  6.7745  0.3047
H  9.0205  17.3407  5.2998  -0.1753
H  9.7181  16.4447  8.0781  0.3171
H  9.7836  15.5004  6.6158  0.2822
H  7.6325  15.1344  6.9458  0.3078

Summary:
LUMO ... -6.27 eV
DFT total energy ... -97350.019 eV
Energy above the lowest of the compared OMol25 structures with the same formula, charge and spin ... 0.0 kJ/mol
Charge ... +1


Record 3
ORCA calculation (ωB97M-V/def2-TZVPD) on C22H36N4O3 in the gas phase.

Last column: natural (NBO) charge in e.
Cartesian coordinates (Å):
C  5.3324  -5.2986  -4.3282  -0.2441
O  5.0494  -3.9936  -3.8840  -0.5458
C  6.1436  -3.1177  -4.0742  -0.0530
C  5.7627  -1.7383  -3.5819  -0.4217
C  5.4504  -1.7192  -2.0904  -0.3846
C  5.1061  -0.3206  -1.5644  -0.4887
C  3.9177  0.2706  -2.2973  0.6849
O  4.0413  1.0929  -3.1892  -0.6341
N  2.7083  -0.2284  -1.9299  -0.6365
C  1.4692  0.1968  -2.5692  -0.0395
C  0.4388  -0.9272  -2.5115  -0.4070
C  -0.0957  -1.1742  -1.0984  -0.4014
C  -0.6864  0.1133  -0.5322  -0.0449
N  -1.2525  -0.0410  0.8219  -0.4281
C  -1.0258  -1.2613  1.5771  -0.4105
C  -2.1221  0.9364  1.2079  0.6595
O  -2.5007  1.8048  0.4264  -0.6477
C  -2.5722  0.9815  2.6150  -0.0378
C  -1.9430  0.7241  3.8072  -0.0459
N  -2.6975  1.1452  4.8576  -0.4716
C  -3.7892  1.6476  4.3200  0.3748
N  -3.7667  1.5843  2.9673  -0.3159
C  -4.8070  2.1113  2.0854  -0.1979
C  -6.0941  2.3186  2.8680  -0.4071
C  -5.8420  3.0693  4.1737  -0.2122
C  -7.1409  3.4343  4.8771  -0.5976
C  -4.9565  2.2022  5.0677  -0.4421
C  0.3838  1.2092  -0.5253  -0.4108
C  0.9124  1.4700  -1.9307  -0.4117
H  4.4487  -5.9079  -4.1505  0.1919
H  5.5669  -5.3127  -5.3993  0.1641
H  6.1802  -5.7303  -3.7826  0.1629
H  7.0183  -3.4953  -3.5235  0.1555
H  6.4125  -3.0852  -5.1383  0.1673
H  6.5852  -1.0505  -3.7984  0.2100
H  4.9028  -1.3816  -4.1533  0.2176
H  4.6222  -2.4027  -1.8908  0.2087
H  6.3119  -2.1000  -1.5339  0.2020
H  4.8983  -0.3741  -0.4925  0.2105
H  5.9429  0.3606  -1.7154  0.2289
H  2.6705  -0.8442  -1.1361  0.3908
H  1.7298  0.4057  -3.6069  0.2307
H  -0.3975  -0.6499  -3.1586  0.2117
H  0.8719  -1.8432  -2.9181  0.2187
H  -0.8449  -1.9675  -1.1362  0.2148
H  0.7068  -1.5374  -0.4461  0.1861
H  -1.5034  0.4369  -1.1821  0.2201
H  -1.7073  -1.3011  2.4192  0.2315
H  -1.2104  -2.1386  0.9589  0.1991
H  -0.0030  -1.3190  1.9591  0.1895
H  -0.9693  0.2864  3.9580  0.2058
H  -4.4535  3.0479  1.6541  0.2172
H  -4.9494  1.4172  1.2597  0.2193
H  -6.7944  2.8689  2.2366  0.2196
H  -6.5548  1.3516  3.0979  0.2003
H  -5.2961  3.9895  3.9335  0.1997
H  -7.7217  2.5351  5.0978  0.2030
H  -6.9483  3.9466  5.8211  0.2128
H  -7.7563  4.0875  4.2567  0.2108
H  -5.5519  1.3711  5.4624  0.2185
H  -4.5849  2.7563  5.9302  0.2384
H  -0.0342  2.1209  -0.0999  0.2361
H  1.2002  0.8876  0.1326  0.1891
H  1.6910  2.2336  -1.9234  0.2289
H  0.0975  1.8455  -2.5574  0.2067

Summary:
LUMO ... 0.57 eV
DFT total energy ... -35502.978 eV
Energy above the lowest of the compared OMol25 structures with the same formula, charge and spin ... 32.7 kJ/mol


Record 4
ORCA calculation (ωB97M-V/def2-TZVPD) on a 3-piece molecular cluster, C30H56Cl2N2O5S2 overall at a distorted geometry.

Last column: Mulliken charge in e.
Cartesian coordinates (Å):
C  -3.5660  0.0972  0.5066  -0.5896
C  -3.7321  -1.3984  0.1974  -0.6440
S  -3.4780  -1.7602  -1.5626  -0.1091
C  -1.8921  -0.9718  -1.9650  -1.3494
C  -2.0593  0.4107  -2.6378  0.1542
O  -1.7757  0.2509  -4.0349  -0.3571
C  -1.0493  1.3101  -4.4811  0.4954
O  -0.9024  1.6088  -5.6542  -0.6025
O  -0.5073  1.9481  -3.4281  -0.5370
C  -1.1599  1.5941  -2.1814  1.8974
C  -0.0047  1.1647  -1.2763  -1.9571
S  1.5362  2.0907  -1.5668  -0.0630
C  2.2803  1.9140  0.0680  -0.4925
C  1.6194  2.7264  1.1763  -0.7498
C  -2.0389  2.7699  -1.7160  0.1554
Cl  -1.0821  3.8822  -0.6966  -0.0968
C  -2.7571  3.4692  -2.9221  0.3716
C  -4.1019  2.8032  -3.2704  -1.4078
Cl  -3.1502  5.2053  -2.6015  -0.1797
H  -3.9971  0.6584  -0.3147  0.0829
H  -4.1225  0.3743  1.3970  0.4937
H  -2.5300  0.3687  0.6702  0.0280
H  -4.7536  -1.6627  0.4285  0.3998
H  -3.0255  -1.9743  0.7804  0.3419
H  -1.4196  -1.6276  -2.6871  0.4934
H  -1.2881  -0.9452  -1.0692  0.6349
H  -3.1187  0.6019  -2.6113  -0.5682
H  0.2323  0.1364  -1.5102  0.8130
H  -0.2964  1.2245  -0.2325  0.1510
H  3.3132  2.2296  -0.0117  0.4363
H  2.2920  0.8655  0.3540  0.3351
H  1.8468  3.7753  1.0294  0.2530
H  2.0419  2.4483  2.1388  0.2096
H  0.5535  2.5477  1.2301  0.2135
H  -2.8108  2.4133  -1.0472  0.0396
H  -2.1221  3.5155  -3.7897  0.3992
H  -4.1580  2.6502  -4.3410  0.2888
H  -4.9072  3.4775  -3.0147  0.5972
H  -4.2804  1.8839  -2.7338  0.3799
C  -2.7782  -5.8094  -5.2240  -1.8510
C  -1.6300  -4.7711  -5.3390  2.3397
C  -0.8339  -4.9842  -6.6287  -1.4520
C  0.0727  -6.2119  -6.5958  -0.4529
C  0.9797  -6.1752  -5.3671  -1.2357
C  0.2028  -6.0148  -4.0610  1.6229
N  -0.7300  -4.8508  -4.1483  0.4878
O  -0.1060  -3.7371  -3.9496  -0.5934
C  -0.5576  -7.3168  -3.7505  -1.7868
C  1.1696  -5.7986  -2.9045  -1.9371
C  -2.2734  -3.3945  -5.3870  -2.3493
H  -2.6898  -6.6143  -5.9547  0.3390
H  -2.8258  -6.2574  -4.2341  0.3361
H  -3.7457  -5.3366  -5.3836  0.4881
H  -0.2146  -4.1011  -6.8137  0.3913
H  -1.5330  -5.0534  -7.4642  0.3671
H  -0.5218  -7.1296  -6.6076  0.2774
H  0.6840  -6.2356  -7.4996  0.3907
H  1.5760  -7.0882  -5.3137  0.4043
H  1.6863  -5.3462  -5.4716  0.3738
H  -1.2019  -7.1912  -2.8794  0.3744
H  0.1558  -8.1088  -3.5247  0.4362
H  -1.1668  -7.6735  -4.5780  0.3540
H  1.8371  -4.9581  -3.0814  0.3732
H  1.7850  -6.6893  -2.7819  0.4284
H  0.6324  -5.6214  -1.9718  0.4376
H  -2.7941  -3.1823  -4.4525  0.4334
H  -2.9985  -3.3548  -6.1988  0.5287
H  -1.5470  -2.6033  -5.5634  0.5080
C  0.9591  2.6725  7.1787  -1.7844
C  2.3276  2.5745  6.4525  2.0407
C  3.4461  2.2605  7.4490  -1.4441
C  3.8263  3.4419  8.3379  -0.4432
C  4.1497  4.6694  7.4881  -1.2504
C  3.0257  5.0333  6.5191  1.6238
N  2.6234  3.8391  5.7154  0.4887
O  3.4482  3.6340  4.7426  -0.6098
C  1.8318  5.6050  7.3051  -1.7971
C  3.4878  6.1389  5.5795  -1.8827
C  2.2240  1.4261  5.4591  -2.0466
H  1.0625  2.7075  8.2637  0.3301
H  0.3936  3.5474  6.8665  0.3316
H  0.3324  1.8134  6.9447  0.4889
H  4.3356  1.9421  6.8964  0.4012
H  3.1407  1.4105  8.0624  0.3598
H  3.0229  3.6648  9.0453  0.2771
H  4.6961  3.1764  8.9413  0.3871
H  4.3541  5.5276  8.1311  0.4004
H  5.0667  4.4777  6.9223  0.3742
H  0.9792  5.7741  6.6463  0.3748
H  2.1098  6.5641  7.7408  0.4365
H  1.5081  4.9718  8.1283  0.3503
H  4.4022  5.8732  5.0540  0.3732
H  3.6892  7.0391  6.1591  0.4256
H  2.7211  6.3715  4.8395  0.4392
H  1.4774  1.6395  4.6924  0.4706
H  1.9255  0.5192  5.9842  0.5055
H  3.1716  1.2178  4.9659  0.3838

Summary:
LUMO (spin up / spin down) ... 0.41 / 0.29 eV
<S²> ... 2.008
DFT total energy ... -91948.302 eV
Spin multiplicity ... 3


- DFT total energy of number 4 (C30H56Cl2N2O5S2)?
  -91948.302 eV


- Which value of DFT total energy does entry 3 give?
  -35502.978 eV


- Which of these has the lowest DFT total energy?
  C22H60F6MgNO14S2


What did the first record say?
ORCA calculation (ωB97M-V/def2-TZVPD) on a 2-piece molecular cluster, C6H12N overall.

Last column: natural (NBO) charge in e.
Cartesian coordinates (Å):
C  -2.0426  0.5542  -0.3323  -0.3843
C  -1.2143  -0.1593  -1.0913  -0.2430
C  -0.2046  0.4137  -1.9735  -0.2762
C  0.6837  -0.3423  -2.6144  -0.3354
H  -1.9927  1.6380  -0.3139  0.1975
H  -2.8313  0.0662  0.2241  0.2180
H  -1.3247  -1.2406  -1.0722  0.2129
H  -0.1726  1.4927  -2.0853  0.2158
H  1.4039  0.0735  -3.3041  0.2195
H  0.6724  -1.4228  -2.5159  0.1998
C  0.6415  -1.2044  1.9178  -0.4321
C  0.9570  1.0571  1.0911  0.1313
N  0.7649  0.2492  2.0469  -0.3808
H  -0.1721  -1.5392  2.5545  0.2480
H  1.5583  -1.6693  2.2746  0.2494
H  0.4497  -1.4331  0.8756  0.2425
H  1.0642  0.7002  0.0694  0.2455
H  1.0634  2.1228  1.2664  0.2333
H  0.6958  0.6431  2.9826  0.4382

Summary:
LUMO ... -4.85 eV
DFT total energy ... -7898.100 eV
Energy above the lowest of the compared OMol25 structures with the same formula, charge and spin ... 189.3 kJ/mol
Charge ... +1